[1]
99
Properties=species:S:1:pos:R:3:forces:R:3 method="wB97M-V/def2-TZVPD" multiplicity=2 homo_ev="-6.76 / -6.94" orbital_gap_ev="6.831 / 6.849" relative_energy_kj_mol=51.9
Ti 0.957924 -0.322204 -0.372373 -0.6 0.0 -0.2
C 0.389441 0.251005 4.572347 0.0 0.0 0.0
C 1.046931 0.374910 3.202170 0.1 -0.1 0.0
C 2.514300 0.806582 3.294013 -0.1 0.0 0.0
P 0.920564 -1.079671 2.063423 0.1 0.2 0.0
C 2.209898 -2.311036 2.533976 -0.1 0.0 0.0
C 2.227640 -2.778068 3.986640 0.0 0.0 0.0
C 2.081780 -3.508482 1.589414 0.0 0.0 0.0
C -0.693131 -1.840192 2.216045 0.0 0.0 0.1
C -1.231590 -2.381272 3.387944 0.0 0.0 0.0
C -2.497140 -2.934825 3.429876 0.0 0.0 0.0
C -3.063159 -3.533532 4.690219 0.0 0.0 -0.1
C -3.232476 -2.911703 2.240756 0.0 0.0 0.0
C -2.727212 -2.390169 1.070459 0.0 0.0 0.0
C -1.424935 -1.846699 1.011626 0.0 0.1 -0.1
N -0.889217 -1.274846 -0.129956 0.1 -0.3 -0.1
C -1.591126 -1.524357 -1.344049 0.1 0.0 0.1
C -1.826128 -2.818431 -1.802369 0.0 0.0 0.0
C -2.584462 -3.030894 -2.939288 0.0 0.0 0.0
C -3.103905 -1.961742 -3.664178 0.0 0.0 0.0
C -3.894280 -2.190324 -4.926068 0.0 0.0 0.0
C -2.822032 -0.673211 -3.228150 0.0 0.0 0.0
C -2.062345 -0.435454 -2.085521 0.1 0.1 0.1
P -1.422633 1.160974 -1.460008 0.0 -0.1 -0.1
C -2.669971 1.778976 -0.215852 0.0 -0.1 0.0
C -2.120194 1.648484 1.207418 0.0 0.0 0.0
C -4.048860 1.138154 -0.335567 0.0 0.0 0.0
C -1.591299 2.397154 -2.836591 0.0 0.0 0.1
C -2.989096 2.818565 -3.291636 0.0 0.0 0.0
C -0.698650 2.006631 -4.015606 0.0 0.0 0.0
H 0.498244 1.194122 5.114124 0.0 0.0 0.0
H 0.845525 -0.532554 5.179516 0.0 0.0 0.0
H -0.674891 0.037505 4.480725 0.0 0.0 0.0
H 0.524029 1.152681 2.639277 0.0 0.0 0.0
H 3.110327 0.097217 3.870067 0.0 0.0 0.0
H 2.585228 1.778563 3.786271 0.0 0.0 0.0
H 2.960102 0.904184 2.302051 0.0 0.0 0.1
H 3.144921 -1.788678 2.307470 0.0 0.0 0.0
H 1.310331 -3.313532 4.236314 0.0 0.0 0.0
H 2.356953 -1.959474 4.694088 0.0 0.0 0.0
H 3.056179 -3.476274 4.130368 0.0 0.0 0.0
H 1.144578 -4.039212 1.774135 0.0 0.0 0.0
H 2.903142 -4.207939 1.760510 0.0 0.0 0.0
H 2.105216 -3.213943 0.540839 0.0 0.0 0.0
H -0.646479 -2.356805 4.299932 0.0 0.0 0.0
H -2.427077 -3.309090 5.546622 0.0 0.0 0.0
H -3.145443 -4.619846 4.611620 0.0 0.0 0.0
H -4.061024 -3.144921 4.900827 0.0 0.0 0.0
H -4.240358 -3.314534 2.236334 0.0 0.0 0.0
H -3.345963 -2.395023 0.184118 0.0 0.0 0.0
H -1.424139 -3.651823 -1.238981 0.0 0.0 0.0
H -2.770181 -4.044248 -3.278258 0.0 0.0 0.0
H -4.412594 -3.148590 -4.898905 0.0 0.0 0.0
H -3.234578 -2.194737 -5.797211 0.0 0.0 0.0
H -4.634835 -1.404452 -5.076396 0.0 0.0 0.0
H -3.203563 0.157567 -3.807246 0.0 -0.1 0.0
H -2.751151 2.846914 -0.445846 0.0 0.0 0.0
H -2.046990 0.600284 1.499819 0.0 0.0 0.0
H -2.781305 2.148949 1.920273 0.0 0.0 0.0
H -1.125241 2.091015 1.285030 0.0 0.0 0.0
H -3.997645 0.076084 -0.088675 0.0 0.0 0.0
H -4.457008 1.223534 -1.343485 0.0 0.0 0.0
H -4.747552 1.611664 0.359505 0.0 0.0 0.0
H -1.132734 3.276600 -2.363833 0.0 0.0 0.0
H -3.521968 2.019578 -3.806067 0.0 0.1 0.0
H -2.899983 3.651469 -3.994336 0.0 0.0 0.0
H -3.610861 3.154961 -2.462193 0.0 0.0 0.0
H -1.097693 1.140427 -4.545404 0.0 0.0 0.0
H 0.308146 1.751912 -3.685368 0.0 0.0 0.0
H -0.631745 2.833806 -4.726184 0.0 0.0 0.0
C 1.634927 6.446555 0.388478 0.0 0.0 0.0
O 2.925867 5.938316 0.090894 0.0 0.1 0.0
C 3.070863 4.604013 -0.004993 0.0 -0.1 0.0
C 4.378499 4.165051 -0.321846 0.0 0.0 0.0
C 4.617406 2.831224 -0.434629 0.0 0.0 0.0
C 3.597731 1.865410 -0.258542 0.0 0.0 0.0
C 3.892069 0.465554 -0.315575 0.1 0.0 0.0
C 5.295908 -0.028903 -0.517530 0.0 0.0 0.0
O 3.010954 -0.413726 -0.183867 0.0 -0.1 0.0
C 2.284065 2.316245 0.048102 0.0 0.0 0.0
O 1.285882 1.507257 0.235715 0.1 0.0 0.0
C 2.048107 3.700721 0.184472 0.1 0.0 0.0
H 1.731368 7.527667 0.403240 0.0 0.0 0.0
H 1.291643 6.096499 1.364383 0.0 0.0 0.0
H 0.913441 6.153797 -0.377295 0.0 0.0 0.0
H 5.157347 4.899837 -0.466984 0.0 0.0 0.0
H 5.619489 2.500214 -0.672884 0.0 0.0 0.0
H 5.668641 0.307491 -1.486290 0.0 0.0 0.0
H 5.286246 -1.114712 -0.508003 0.0 0.0 0.0
H 5.963201 0.351161 0.256694 0.0 0.0 0.0
H 1.041532 4.007494 0.426476 0.0 0.0 0.0
F 1.138846 -3.446495 -4.192858 0.0 0.0 0.0
C 1.139149 -2.114353 -4.201824 0.0 0.0 -0.1
F 1.786322 -1.691484 -5.288711 0.0 0.0 0.0
F -0.114740 -1.681817 -4.269448 0.0 0.0 0.0
S 1.998188 -1.477249 -2.700976 0.1 -0.1 -0.1
O 3.385173 -1.605925 -3.023068 -0.1 0.1 0.1
O 1.465470 -0.103871 -2.550119 0.1 0.0 0.1
O 1.491818 -2.273626 -1.573539 0.0 0.3 -0.1

---

[2]
98
Properties=species:S:1:pos:R:3:forces:R:3 method="wB97M-V/def2-TZVPD" homo_ev="-6.94 / -6.94" orbital_gap_ev="7.053 / 7.054" relative_energy_kj_mol=3.2
W 0.624148 0.522481 2.115940 -0.1 0.4 -0.6
C -1.609037 -1.461057 4.710146 0.0 0.0 0.0
C -0.260805 -0.754971 4.875086 -0.1 0.0 0.0
C -0.399683 0.430194 5.828797 0.0 0.0 0.1
C 0.785565 -1.741046 5.397730 0.0 0.0 0.0
N 0.163179 -0.274921 3.587287 0.1 -0.1 0.0
H -1.957133 -1.858966 5.665466 0.0 0.0 0.0
H -1.516376 -2.286079 4.001717 0.0 0.0 0.0
H -2.359349 -0.761512 4.332727 0.0 0.0 0.0
H -0.719515 0.084503 6.814113 0.0 0.0 0.0
H -1.134027 1.143002 5.451730 0.0 0.0 0.0
H 0.552470 0.950422 5.932959 0.0 0.0 0.0
H 0.493906 -2.134342 6.373594 0.0 0.0 0.0
H 1.753334 -1.247757 5.495583 0.0 0.0 0.0
H 0.895140 -2.574466 4.702733 0.0 0.0 0.0
Br 3.508887 -2.811491 0.564814 0.0 0.1 -0.1
C 3.979606 -1.972699 -1.077367 -0.1 0.1 -0.1
C 4.607400 -2.734385 -2.049469 0.0 0.0 0.1
C 4.939540 -2.152705 -3.261709 0.0 0.1 -0.1
C 4.628590 -0.822531 -3.502848 0.0 0.0 0.0
C 4.001614 -0.069411 -2.523299 0.0 0.0 0.0
C 3.682674 -0.622926 -1.286635 0.1 -0.2 0.2
C 3.402229 0.607360 1.104571 -0.1 -0.2 0.5
O 4.671937 0.274174 1.643551 -0.1 0.1 -0.1
O 2.531355 0.537164 2.160456 0.1 -0.2 -0.2
H 4.839287 -3.771976 -1.852136 0.0 0.0 0.0
H 5.446489 -2.741192 -4.014886 0.0 0.0 0.0
H 4.882079 -0.368192 -4.451255 0.0 0.0 0.0
H 3.772550 0.973582 -2.703402 0.0 0.0 0.0
O -1.036610 0.320541 0.994467 0.2 0.0 0.5
P -2.016685 0.035542 -0.140122 -0.1 0.1 -0.1
C -3.630585 -0.263886 0.628089 0.0 0.0 0.0
C -4.776637 -0.516218 -0.385410 0.0 0.0 0.0
C -6.103180 0.060231 0.113217 0.0 0.0 0.0
C -6.330841 -0.272565 1.584678 0.0 0.0 0.0
C -5.202696 0.291322 2.480809 0.0 0.0 0.0
C -4.010622 0.796279 1.668168 0.1 0.0 0.0
C -2.049271 1.455473 -1.269472 0.0 0.0 0.0
C -0.800204 1.478478 -2.166317 0.0 0.0 0.1
C -0.921252 2.578718 -3.228230 0.0 0.0 0.0
C -1.646641 3.823515 -2.692441 0.0 0.0 0.0
C -1.456672 3.935537 -1.185296 0.0 0.0 0.0
C -2.170834 2.781817 -0.471470 0.0 0.0 0.0
C -1.552001 -1.505162 -0.983416 0.0 0.0 0.0
C -2.182579 -1.675381 -2.397018 0.0 0.0 0.0
C -1.153205 -2.135642 -3.429816 0.0 0.0 0.0
C -0.370554 -3.359651 -2.956657 0.0 0.0 0.0
C 0.229488 -3.158196 -1.545056 0.0 0.0 0.0
C -0.037172 -1.762805 -0.987450 0.0 0.0 0.0
H -3.439723 -1.189440 1.188053 0.0 0.0 0.0
H -4.885267 -1.592560 -0.538402 0.0 0.0 0.0
H -4.548418 -0.092844 -1.366746 0.0 0.0 0.0
H -6.917147 -0.330219 -0.499892 0.0 0.0 0.0
H -6.111820 1.144705 -0.024902 0.0 0.0 0.0
H -6.390182 -1.359065 1.693622 0.0 0.0 0.0
H -7.298344 0.115558 1.904646 0.0 0.0 0.0
H -4.849339 -0.485732 3.163390 0.0 0.0 0.0
H -5.575672 1.101754 3.108609 0.0 0.0 0.0
H -3.165194 1.000362 2.326214 0.0 0.0 0.0
H -4.255628 1.735649 1.172184 0.0 0.0 0.0
H -2.927973 1.337997 -1.913687 0.0 0.0 0.0
H -0.652578 0.518922 -2.658664 0.0 0.0 0.0
H 0.067113 1.654799 -1.527243 0.0 0.0 0.0
H -1.445253 2.188330 -4.104936 0.0 0.0 0.0
H 0.084678 2.846224 -3.557365 0.0 0.0 0.0
H -2.717750 3.760245 -2.915027 0.0 0.0 0.0
H -1.282251 4.716889 -3.200169 0.0 0.0 0.0
H -1.854347 4.880001 -0.810735 0.0 0.0 0.0
H -0.392502 3.922340 -0.938811 0.0 0.0 0.0
H -3.229551 3.022845 -0.349505 0.0 0.0 0.0
H -1.742158 2.664365 0.524718 0.0 0.0 0.0
H -1.978733 -2.268922 -0.320298 0.0 0.0 0.0
H -2.646980 -0.752301 -2.748088 0.0 0.0 0.0
H -2.985987 -2.413133 -2.338985 0.0 0.0 0.0
H -0.458727 -1.321071 -3.650007 0.0 0.0 0.0
H -1.666041 -2.352504 -4.368835 0.0 0.0 0.0
H 0.419293 -3.578791 -3.676324 0.0 0.0 0.0
H -1.033724 -4.228465 -2.960273 0.0 0.0 0.0
H 1.304837 -3.339604 -1.549170 0.0 0.0 0.0
H -0.196458 -3.885358 -0.847947 0.0 0.0 0.0
H 0.484989 -1.009928 -1.583439 0.0 0.0 0.0
H 0.355386 -1.686061 0.029764 0.0 0.0 0.0
O 1.963857 3.613393 -0.468760 0.0 0.1 0.0
C 1.988277 2.532346 0.086035 0.0 0.0 -0.1
O 0.948465 1.981399 0.636866 -0.1 -0.2 0.1
C 3.254258 1.691114 0.066363 0.1 -0.2 -0.1
C 4.432993 2.386752 -0.490113 0.1 0.0 0.0
C 5.691205 1.959830 -0.607717 -0.1 0.0 0.0
C 6.198322 0.686650 -0.127179 0.1 0.0 0.1
C 5.725379 -0.053891 0.879414 0.0 0.0 0.0
C 2.975072 0.176273 -0.252187 -0.2 0.3 0.0
N 7.379303 0.145425 -0.812349 -0.1 -0.1 -0.1
O 7.848299 0.810054 -1.716609 0.0 0.1 0.0
O 7.814977 -0.938993 -0.468159 0.0 0.1 0.0
H 4.192750 3.371101 -0.870770 0.0 0.0 0.0
H 6.411204 2.596870 -1.100826 0.0 0.0 0.0
H 6.220865 -0.964768 1.186647 0.0 0.0 0.0
H 1.898883 0.013294 -0.269630 0.1 -0.1 0.0

---

[3]
98
Properties=species:S:1:pos:R:3:forces:R:3 method="wB97M-V/def2-TZVPD" multiplicity=2 homo_ev="-13.99 / -13.99" orbital_gap_ev="5.777 / 7.779" charge=+2
Co -2.204895 -0.767116 -1.445564 -0.2 0.0 0.0
C -1.842642 -4.379931 2.243383 0.0 0.1 0.0
C -1.245768 -3.002320 2.259014 -0.2 -0.4 0.1
C -0.722850 -2.408338 3.367029 0.0 -0.1 0.3
C -0.168752 -1.102072 3.319589 0.1 0.0 0.1
N -0.147226 -0.433681 2.195332 -0.1 0.0 -0.1
N -0.677365 -1.028580 1.115136 0.4 0.6 0.0
B -0.503558 -0.292395 -0.234206 0.4 -0.1 0.4
N 0.829900 -0.733007 -0.867803 -0.3 0.0 0.2
N 1.858823 -0.885450 -0.042762 0.0 -0.1 -0.1
C 3.031535 -1.135726 -0.578931 0.1 0.0 0.0
C 3.168806 -1.233427 -1.984602 0.2 -0.1 0.0
C 2.096158 -1.084054 -2.818267 0.1 -0.1 -0.4
C 2.178320 -1.193957 -4.311755 0.0 0.0 0.1
C 0.867773 -0.827965 -2.185894 -0.1 0.0 0.0
S -0.628308 -0.584076 -3.019463 -0.2 0.0 0.3
C 4.198385 -1.278248 0.396935 -0.1 0.0 0.0
C 5.480306 -1.689165 -0.325674 0.1 0.0 0.0
C 4.415554 0.079501 1.092890 0.0 0.0 0.0
C 3.842013 -2.348702 1.445702 -0.1 0.0 -0.1
N -0.568815 1.214610 -0.053876 0.1 -0.2 -0.3
N 0.546767 1.937884 -0.263080 -0.2 -0.2 0.1
C 0.502323 3.194962 0.072070 0.0 0.2 0.1
C -0.666881 3.742349 0.682833 0.2 0.2 0.0
C -1.798268 3.008457 0.851822 -0.3 0.2 0.1
C -3.057488 3.534013 1.474261 0.1 -0.1 0.0
C -1.737594 1.676279 0.377442 0.0 0.0 0.0
S -3.069553 0.593658 0.278362 0.2 -0.2 -0.3
C 1.724697 4.060989 -0.199375 -0.1 0.0 -0.1
C 2.860135 3.236400 -0.803531 0.0 -0.2 0.0
C 1.308953 5.159437 -1.195961 0.0 0.0 0.0
C 2.195044 4.697176 1.116641 0.0 0.0 0.1
C -1.220190 -2.224496 1.085269 -0.1 -0.3 -0.1
S -1.883339 -2.739679 -0.425096 0.1 0.6 -0.1
C 0.406717 -0.447828 4.569102 0.0 0.0 -0.1
C -0.749268 -0.227542 5.561286 0.0 0.0 0.0
C 1.066361 0.890789 4.233265 0.0 0.0 -0.1
C 1.452681 -1.387170 5.194044 0.0 -0.1 0.0
H -1.815871 -4.828337 3.234408 0.0 0.0 0.0
H -1.294957 -5.029546 1.555691 0.0 0.0 0.0
H -2.882541 -4.348414 1.901457 0.1 0.0 0.0
H -0.746297 -2.942169 4.312105 0.0 0.1 -0.1
H 4.142929 -1.446060 -2.410676 -0.1 0.0 0.1
H 3.200914 -1.382128 -4.633623 0.0 0.0 0.0
H 1.825254 -0.276677 -4.788538 0.0 0.0 0.0
H 1.543904 -2.008573 -4.669459 0.0 0.0 0.0
H 5.790369 -0.946800 -1.067006 0.0 -0.1 0.1
H 5.383301 -2.663959 -0.815766 0.0 0.1 0.0
H 6.287911 -1.769525 0.405357 -0.1 0.0 -0.1
H 4.844079 0.812861 0.400718 -0.1 -0.1 0.1
H 5.114851 -0.044741 1.923632 0.0 0.0 -0.1
H 3.475587 0.477540 1.486310 0.1 -0.1 0.0
H 3.723344 -3.333575 0.982055 0.0 0.1 0.0
H 2.914043 -2.091562 1.961096 0.0 0.0 0.0
H 4.643812 -2.417000 2.184472 -0.1 0.0 -0.1
H -0.652023 4.774992 1.013384 0.0 0.0 -0.1
H -2.975329 4.598558 1.681833 0.0 0.0 0.0
H -3.264547 3.010922 2.412244 0.0 0.0 -0.1
H -3.916690 3.366733 0.819689 0.1 0.0 0.0
H 2.568292 2.796921 -1.761416 0.0 0.0 0.1
H 3.161789 2.424807 -0.133116 0.0 0.1 -0.1
H 3.720890 3.886231 -0.971394 0.0 0.0 0.0
H 0.918263 4.724666 -2.120664 0.0 0.0 0.1
H 2.178786 5.770340 -1.450001 -0.1 0.0 0.0
H 0.548509 5.825468 -0.778163 0.1 -0.1 0.0
H 2.417551 3.934170 1.868742 0.0 0.1 -0.1
H 1.455175 5.386776 1.531618 0.1 -0.1 0.0
H 3.106979 5.270067 0.936724 -0.1 0.0 0.0
H -1.492477 0.461384 5.149563 0.0 -0.1 0.0
H -0.358837 0.205588 6.485202 0.0 0.0 -0.1
H -1.254211 -1.163530 5.822133 0.1 0.1 0.0
H 0.334318 1.617832 3.870462 0.1 -0.1 0.0
H 1.837478 0.774403 3.465199 -0.1 0.0 0.1
H 1.532146 1.292728 5.134958 0.0 0.0 -0.1
H 1.011293 -2.323655 5.548657 0.1 0.1 0.0
H 1.908510 -0.896402 6.056495 0.0 0.0 -0.1
H 2.248624 -1.628607 4.482648 -0.1 0.0 0.1
C -5.256571 -2.895342 -1.596773 0.1 0.0 0.0
C -4.480749 -1.992739 -2.523109 0.0 -0.3 0.0
C -4.441672 -0.612577 -2.290229 -0.3 0.0 -0.1
C -3.846797 0.263269 -3.210919 0.2 0.1 -0.1
C -3.943056 1.758024 -3.043851 0.0 0.0 0.0
C -3.268594 -0.284462 -4.364243 0.0 0.2 0.0
C -3.259479 -1.651899 -4.604266 0.1 -0.1 -0.2
C -2.612131 -2.205799 -5.847617 0.0 0.1 0.1
C -3.852288 -2.491764 -3.665488 -0.1 -0.2 0.1
H -4.743236 -3.030844 -0.640611 0.0 0.0 -0.1
H -5.403690 -3.878635 -2.040812 0.0 0.0 0.0
H -6.236361 -2.466798 -1.382070 0.0 0.0 0.0
H -5.036371 -0.205072 -1.479502 0.1 0.0 0.0
H -2.982355 2.244351 -3.236302 -0.1 0.0 0.0
H -4.286431 2.030183 -2.045648 0.0 0.0 0.0
H -4.658720 2.158072 -3.766259 0.0 0.0 0.0
H -2.831730 0.383880 -5.102277 0.0 0.0 0.1
H -1.525056 -2.106002 -5.785259 0.0 0.0 0.0
H -2.935748 -1.658876 -6.733687 0.0 0.0 0.0
H -2.846110 -3.259422 -5.987795 0.0 0.0 0.0
H -3.876472 -3.560890 -3.855836 0.0 0.1 0.0